Entry from the OMol25 dataset: C8H16Cl2IrN2O as an isolated structure (the ωB97M-V functional and the def2-TZVPD basis).

Cartesian coordinates (Å):
Ir 0.51705 -0.19676 0.54699
Cl -0.01913 -2.38850 0.18140
Cl 1.18915 1.81021 1.45292
C 2.27907 -0.34564 -0.39759
H 3.03249 0.37459 -0.06883
H 2.58531 -1.36714 -0.64294
C -1.15323 0.57641 -0.05054
C 1.15737 0.21758 -1.26555
H -1.90550 0.70771 0.74826
C 0.82807 -0.62585 -2.49281
H 1.19504 1.30130 -1.43375
C -0.38826 -0.14915 -3.28527
H 1.73200 -0.59498 -3.12069
H 0.69109 -1.66719 -2.15725
C -1.65646 -0.16648 -2.43603
H -0.20854 0.86077 -3.67918
H -0.51546 -0.80807 -4.15386
C -1.62820 0.97185 -1.37483
H -2.53060 -0.01393 -3.08503
H -1.76702 -1.13942 -1.93699
H -1.03661 1.83858 -1.70961
H -2.66999 1.30814 -1.22060
N 1.18361 -0.34195 3.88426
C -0.09980 -0.21386 3.50817
N -1.00631 0.19030 4.43738
O -0.51783 -0.52398 2.36249
H 1.45246 -0.17779 4.83875
H 1.89347 -0.48806 3.17855
H -1.92210 0.42559 4.07535
H -0.71116 0.62571 5.29681

Values from the calculation:
E_tot: -41461.7854 eV
F_max: 4.5 eV/A
M: 419.4 Da
HOMO level (spin up / spin down): -5.91 / -9.41 eV
expectation value of S²: 8.764
relative energy (zero: lowest compared OMol25 entry of this formula, charge and spin): 30.7 kJ/mol
spin multiplicity: 6
Kohn-Sham gap (spin up / spin down): 6.2 / 7.0 eV


Entry from the OMol25 dataset: C8H16Cl8 as an isolated structure (the ωB97M-V functional and the def2-TZVPD basis).

Cartesian coordinates (Å):
Cl -2.04216 -1.81332 -1.39070
C -2.30903 -0.10445 -1.05976
C -3.48556 0.50431 -1.86587
Cl -3.35124 0.29136 -3.52452
H -1.48471 0.47204 -1.47959
H -2.49238 0.05308 0.00309
H -3.52863 1.57407 -1.66121
H -4.39695 0.00399 -1.53853
Cl 0.54441 -0.62933 -2.14933
C 2.07747 0.11522 -1.56781
C 3.27991 -0.80543 -1.80694
Cl 3.70493 -1.00177 -3.55861
H 1.92232 0.19955 -0.49221
H 2.19705 1.04376 -2.12602
H 3.08780 -1.79423 -1.39046
H 4.21816 -0.61965 -1.28420
Cl -0.96231 0.32332 1.50343
C -0.05969 -0.33226 0.10279
C 0.20825 -1.87782 0.27728
Cl 1.26176 -2.11788 1.77527
H 0.88177 0.21045 0.01804
H -0.46254 0.00268 -0.85305
H 0.88333 -2.18740 -0.52054
H -0.68630 -2.48387 0.42076
Cl -1.52549 2.57258 3.88399
C -0.50770 1.21023 3.35532
C 0.80681 1.60570 2.57667
Cl 1.74325 0.14475 2.43653
H -1.12629 0.38720 2.99744
H -0.33198 0.65156 4.27463
H 1.30292 2.43487 3.08110
H 0.63282 1.96668 1.56300

Values from the calculation:
E_tot: -108724.8802 eV
F_max: 10.0 eV/A
M: 395.8 Da
HOMO level: -8.45 eV
relative energy (zero: lowest compared OMol25 entry of this formula, charge and spin): 1079.0 kJ/mol
Kohn-Sham gap: 8.9 eV


Entry from the OMol25 dataset: an isolated ion of composition C8H16N and charge +1 (the ωB97M-V functional and the def2-TZVPD basis).

Cartesian coordinates (Å):
C 2.04226 -0.59835 -1.39369
C 1.09750 0.23533 -0.91344
C 0.79174 1.65192 -1.22009
C 0.05210 -0.48888 0.45341
C 0.92377 -0.07314 1.66318
C -0.04157 -1.98669 0.27503
N -1.21552 0.14253 0.42798
C -1.60180 0.95897 1.32688
C -2.14506 0.01270 -0.73510
H 2.28819 -1.58088 -1.00755
H 2.76114 -0.23804 -2.15710
H 0.81495 2.19557 -0.35160
H -0.06102 1.87385 -1.74066
H 1.51449 2.01442 -1.82919
H 1.08245 1.00621 1.59955
H 2.04080 -0.58907 1.65703
H 0.54450 -0.45209 2.68034
H -0.41111 -2.30668 1.24449
H 0.97889 -2.35300 0.10155
H -0.89069 -2.27537 -0.48575
H -1.09834 1.06779 2.26783
H -2.49058 1.54593 1.19517
H -3.21064 0.35979 -0.30225
H -1.98525 -0.91529 -1.25196
H -1.78122 0.79248 -1.50406

Values from the calculation:
E_tot: -10035.6563 eV
SMILES: C=C(C)C(C)(C)[N+](=C)C
F_max: 4.9 eV/A
M: 126.2 Da
total charge: +1
HOMO level: -13.48 eV
relative energy (zero: lowest compared OMol25 entry of this formula, charge and spin): 349.2 kJ/mol
Kohn-Sham gap: 8.8 eV


Entry from the OMol25 dataset: C8H16N2 as an isolated structure (the ωB97M-V functional and the def2-TZVPD basis).

Cartesian coordinates (Å):
C -0.59085 0.87888 -0.90350
C -0.67287 2.08315 -0.06778
C -1.80936 -0.02896 -0.75292
C -0.32588 1.21690 -2.37196
C 0.79424 0.01179 -0.43878
C 1.08203 -1.14310 -1.12638
H 1.61536 0.72844 -0.44893
H -1.17288 1.76544 -2.78905
H -0.27098 1.67659 1.10442
H -0.00171 2.89374 -0.34083
H -1.66774 2.42172 0.20804
H -1.70033 -0.94099 -1.34081
H -1.96992 -0.30391 0.28994
H -2.70258 0.49193 -1.10214
H -0.17625 0.29778 -2.94499
H 0.56993 1.83014 -2.48093
H 2.06524 -1.32724 -1.53484
H 0.35166 -1.92897 -1.26425
C 0.94192 -1.57907 1.79712
N 0.55184 -1.83875 3.17398
C 0.59739 -0.19752 1.36075
N 0.24936 0.77992 1.98216
H 0.93592 -2.71916 3.49434
H 0.86985 -1.09849 3.78752
H 2.01643 -1.69770 1.57873
H 0.42018 -2.27254 1.13107

Values from the calculation:
E_tot: -11531.3558 eV
F_max: 2.1 eV/A
M: 140.2 Da
HOMO level (spin up / spin down): -8.01 / -7.78 eV
relative energy (zero: lowest compared OMol25 entry of this formula, charge and spin): 446.6 kJ/mol
Kohn-Sham gap (spin up / spin down): 7.6 / 7.5 eV


Entry from the OMol25 dataset: one molecule with the formula C8H16N2O (the ωB97M-V functional and the def2-TZVPD basis).

Cartesian coordinates (Å):
C 1.65770 -2.38081 0.31275
O 1.05896 -1.21191 -0.22414
C -0.33698 -0.89743 0.12867
C -1.31481 -2.01077 -0.41662
C -0.49003 -0.79494 1.71801
C -0.86933 0.44518 -0.45772
C 0.12623 1.73598 -0.44299
C -0.50280 2.91705 -0.92893
N 1.12494 1.54883 -1.38779
C 0.59026 2.06796 0.91795
N 0.85344 2.30634 2.03103
H 2.59300 -2.44995 -0.25878
H 1.22727 -3.31331 0.06615
H 1.86581 -2.30007 1.39000
H -2.34816 -1.77324 -0.07300
H -1.18071 -2.28881 -1.45982
H -1.06198 -2.93848 0.08359
H -0.16465 -1.76121 2.22050
H -1.50412 -0.48475 2.04562
H 0.19092 -0.01031 2.01507
H -1.76120 0.71355 0.07534
H -1.17652 0.31427 -1.52442
H 0.09933 3.80152 -0.59718
H -1.51150 3.01297 -0.54670
H -0.55787 2.83070 -2.02036
H 1.60913 0.61060 -1.26736
H 1.78368 2.31103 -1.39887

Values from the calculation:
E_tot: -13581.4728 eV
SMILES: COC(C)(C)C[C@](C)(N)C#N
F_max: 4.9 eV/A
M: 156.2 Da
HOMO level: -9.73 eV
relative energy (zero: lowest compared OMol25 entry of this formula, charge and spin): 199.6 kJ/mol
Kohn-Sham gap: 10.5 eV


Entry from the OMol25 dataset: one molecule with the formula C8H16N2O2Si (the ωB97M-V functional and the def2-TZVPD basis).

Cartesian coordinates (Å):
C 1.80397 0.49440 -2.18259
C 2.09007 1.26100 -0.89012
O 1.96669 0.51235 0.21293
Si 0.78113 0.06557 1.18515
C 1.57130 -0.26203 2.87004
O -0.33466 1.28521 0.91543
C -1.66829 1.50831 0.45761
C -1.63286 1.79020 -1.02766
N -0.29208 -1.37390 0.68872
C -1.16957 -2.26910 1.24139
C -1.80606 -2.92696 0.20828
C -1.23152 -2.42187 -0.98382
N -0.30997 -1.53335 -0.67118
H 0.72113 0.25248 -2.12965
H 2.00757 1.12724 -3.06649
H 2.33587 -0.46546 -2.33800
H 1.40891 2.15697 -0.78800
H 3.09562 1.73673 -0.88135
H 1.87719 0.70458 3.39168
H 1.00852 -0.91079 3.54146
H 2.47443 -0.68482 2.50478
H -2.25537 0.59509 0.65824
H -1.99350 2.38401 0.92311
H -1.00599 2.59518 -1.38131
H -1.24676 0.91164 -1.51373
H -2.67076 2.02198 -1.43706
H -1.43163 -2.34705 2.21207
H -2.64028 -3.56570 0.33628
H -1.45312 -2.64190 -2.05620

Values from the calculation:
E_tot: -23510.0597 eV
SMILES: CCO[Si](C)(OCC)n1cccn1
F_max: 3.6 eV/A
M: 200.3 Da
HOMO level: -9.20 eV
relative energy (zero: lowest compared OMol25 entry of this formula, charge and spin): 0.0 kJ/mol
Kohn-Sham gap: 10.1 eV